[1]
The following is a DFT calculation (wB97M-V/def2-TZVPD) of C15H29ClI2LiN2O7P2S as an isolated structure in a non-equilibrium geometry.

Calculated values
HOMO-LUMO gap: 1.34 eV
Lowest unoccupied orbital energy: -2.216 eV
HOMO energy: -0.131 hartree
Largest force on an atom: 2.19 eV/A
Total charge: -1
2S+1: 1

XYZ file:
```
60
Properties=species:S:1:pos:R:3:nbo_charge:R:1
I 0.92530 0.51804 -4.43573 0.194
I 3.25230 -0.28738 -2.33812 0.164
Cl -8.18848 -1.67951 -3.83730 -0.833
S -5.76902 -0.78783 -3.12442 -0.349
P -2.30066 -0.91009 -4.36113 1.123
P -4.78865 0.77579 -2.63415 1.686
O -5.53234 1.50388 -1.36772 -0.973
O 4.83753 -2.55821 -5.00051 -1.239
O 0.44319 2.51032 3.59018 -0.704
O -4.77919 1.94278 -3.74620 -0.961
O 2.36331 1.53043 3.93351 -0.503
O -3.40805 0.00657 -5.11208 -0.968
O 6.12391 0.76937 5.61082 -1.357
N -0.74730 -0.17561 -2.12938 -0.334
N 0.75724 0.43438 -0.31106 -0.645
C 1.34176 2.22881 4.36544 0.824
C 1.50890 -1.53337 -2.22685 -0.365
C -3.05183 -2.51406 -3.82500 -0.956
C -1.48552 1.15451 -0.32895 -0.285
C 3.57045 1.30125 4.74657 -0.075
C -0.48489 0.43023 -0.95192 0.463
C 3.41041 0.11023 5.64615 -0.667
C -2.01207 -0.08510 -2.69341 0.017
C 1.27061 -1.26675 1.48987 -0.610
C 0.26779 -0.90719 -2.92081 -0.186
C -3.04206 0.61495 -2.05666 -0.440
C 1.24676 2.59565 5.82669 -0.742
C 0.64602 0.07013 1.11076 -0.237
C -2.74532 1.23789 -0.85001 -0.149
C 1.88303 -2.84023 -2.96639 -0.661
Li -2.87879 2.65090 1.22831 0.956
H 1.20386 1.32910 -0.44693 0.417
H 2.63836 -2.65476 -3.72684 0.289
H 4.37391 1.12372 4.04097 0.254
H 0.70583 3.53673 5.90790 0.226
H 4.35519 -0.03904 6.16853 0.324
H 2.35054 -1.24657 1.44404 0.241
H 2.21156 2.72782 6.30615 0.245
H -0.17798 -1.73828 -3.43830 0.245
H -3.83467 -2.80419 -4.51332 0.272
H 2.59898 0.24479 6.37446 0.162
H 4.30604 -1.89369 -4.55752 0.366
H 1.19293 0.82192 1.67179 0.249
H 2.26436 -3.57049 -2.26630 0.234
H -4.89898 2.81817 -3.36380 0.483
H -1.23089 1.64785 0.60276 0.180
H -0.36892 0.07328 1.50527 0.163
H 0.84204 -2.07369 0.89956 0.192
H -4.22012 -0.50101 -5.26884 0.526
H 6.60405 0.06854 6.06749 0.402
H 1.32215 -1.78923 -1.19722 0.235
H 1.02324 -3.26687 -3.48488 0.189
H 0.95333 -1.46800 2.50893 0.223
H -2.24271 -3.23641 -3.78960 0.238
H -3.44775 -2.42874 -2.82120 0.248
H 0.68837 1.81890 6.34604 0.242
H -3.49307 1.78263 -0.28683 0.123
H -5.35878 2.45428 -1.36212 0.462
H 3.83543 2.20606 5.28656 0.192
H 3.16932 -0.78361 5.06275 0.189
```

---

[2]
The following is a DFT calculation (wB97M-V/def2-TZVPD) of C5H12NS as an isolated structure in a non-equilibrium geometry.

Calculated values
HOMO-LUMO gap: 8.57 eV
Lowest unoccupied orbital energy: -4.445 eV
HOMO energy: -0.478 hartree
Largest force on an atom: 5.75 eV/A
Total charge: +1
2S+1: 1

XYZ file:
```
19
Properties=species:S:1:pos:R:3:nbo_charge:R:1
S 1.30863 -0.83502 -0.44716 0.792
N -0.22817 -0.27572 1.16776 -0.596
C 0.08591 -1.10767 -3.02211 -0.372
C -1.45778 -1.06883 0.89266 -0.442
C 0.63435 -0.87244 -1.88936 -0.232
C 2.17626 0.82952 -0.48579 -0.688
C -0.37461 1.10059 1.58589 -0.423
H 0.53274 -1.13577 -3.98242 0.264
H -0.44043 1.60021 0.62818 0.200
H 0.20616 -0.79422 1.91935 0.377
H -1.23672 -2.22013 1.08968 0.236
H -1.66924 -0.80709 -0.16379 0.213
H -0.92148 -1.25690 -3.28474 0.256
H 1.51401 1.57590 0.12488 0.253
H -2.16689 -0.69214 1.71520 0.229
H -1.24811 1.21448 2.32539 0.214
H 2.29698 1.07497 -1.45321 0.236
H 0.39297 1.46686 2.11176 0.215
H 3.21231 0.58945 0.00648 0.268
```